# 1
{"formula": "C3H6N2O2", "method": "ωB97M-V/def2-TZVPD", "species": ["O", "O", "N", "N", "C", "C", "C", "H", "H", "H", "H", "H", "H"], "xyz": [[0.3144, -0.6800, -2.7257], [-0.2836, 0.8213, 0.2681], [-0.4775, -1.3726, 1.1711], [0.4452, 0.6994, 2.4156], [-0.7951, 0.3562, -0.9608], [0.5381, 0.0176, -1.7139], [0.0119, -0.0037, 1.1919], [-1.3938, 1.3443, -1.2881], [1.6228, 0.4977, 2.8637], [1.4510, 0.1814, -1.1653], [-1.3831, -0.5366, -0.9660], [1.2461, 1.6974, 2.0261], [-0.0922, -1.8235, 1.9799]], "nbo_charge": [-0.4957, -0.4974, -0.7856, -0.8266, -0.1694, 0.4024, 0.6748, 0.2234, 0.3935, 0.1411, 0.2532, 0.3439, 0.3423], "relative_energy_ev": 6.573, "homo_lumo_gap_ev": 9.47, "max_force_ev_per_a": 8.24}

***

# 2
{"formula": "C4H12N2O2", "method": "ωB97M-V/def2-TZVPD", "species": ["O", "O", "N", "N", "C", "C", "C", "C", "H", "H", "H", "H", "H", "H", "H", "H", "H", "H", "H", "H"], "xyz": [[-0.8799, -2.1117, 1.3181], [2.1004, -0.2242, 1.4719], [1.6335, 0.1136, -1.4576], [-0.4512, 0.6084, 0.3109], [-1.4176, -1.2215, 1.9022], [-1.2634, 0.2762, 1.5070], [-0.8805, 0.2422, -1.0364], [0.3477, 0.8080, -1.8819], [-1.0018, -0.8609, -1.2375], [0.3348, 1.8189, -1.6755], [-1.9364, 0.6901, -1.1310], [2.4506, 0.7089, -1.8381], [0.5571, 0.3965, 0.4146], [-0.9709, 0.8203, 2.4676], [2.7532, -0.1636, 0.7607], [-2.3042, 0.5036, 1.2037], [1.5702, -0.8696, -1.7402], [-2.2050, -1.6165, 2.7284], [1.3617, -0.6348, 1.0226], [0.2016, 0.7160, -3.1096]], "nbo_charge": [-0.5443, -0.9278, -0.8967, -0.6625, 0.4199, -0.3220, -0.2311, -0.2080, 0.1723, 0.1995, 0.1990, 0.3857, 0.3878, 0.2322, 0.4774, 0.2110, 0.3766, 0.1075, 0.4611, 0.1622], "relative_energy_ev": 3.618, "smiles": "NCCNCC=O.O", "homo_lumo_gap_ev": 9.50, "max_force_ev_per_a": 4.54}

***

# 3
{"formula": "C17H23Cl3F5GeMoN3SSe", "method": "ωB97M-V/def2-TZVPD", "species": ["Mo", "Se", "Ge", "Cl", "Cl", "Cl", "S", "F", "F", "F", "F", "F", "N", "N", "N", "C", "C", "C", "C", "C", "C", "C", "C", "C", "C", "C", "C", "C", "C", "C", "C", "C", "H", "H", "H", "H", "H", "H", "H", "H", "H", "H", "H", "H", "H", "H", "H", "H", "H", "H", "H", "H", "H", "H", "H"], "xyz": [[0.1261, -0.0616, -0.2275], [-0.8232, 2.4281, 0.0804], [1.1382, -0.5893, 2.1149], [1.4392, -2.0168, -0.1552], [2.8401, 0.4284, 2.7864], [0.7891, -2.2076, 3.3721], [1.7206, 0.9646, -1.4934], [-5.4726, 3.9996, 1.6290], [-5.4949, 2.4216, 3.8135], [-3.4391, 0.7504, 4.3304], [-3.3353, 3.9599, -0.0298], [-1.3101, 0.6967, 2.7155], [-1.4552, -1.1953, 0.3192], [4.3760, 1.2916, -1.3985], [3.6156, -0.4569, -2.7512], [-2.3264, 1.5279, 2.4294], [-4.4658, 2.4018, 3.0100], [-2.3360, -1.8578, 0.6636], [-2.2882, 2.3324, 1.2999], [-4.4510, 3.2176, 1.8887], [-3.3981, -2.7301, 1.1344], [-1.3527, 1.1504, -1.2215], [-3.4674, -2.5817, 2.6800], [4.2017, 2.1362, -0.2016], [2.5484, -0.9388, -3.6533], [5.6582, 1.5084, -2.1124], [4.8534, -1.2806, -2.7391], [-2.9181, -4.1702, 0.7563], [3.4298, 0.5322, -1.8987], [-4.7464, -2.4181, 0.4676], [-3.4052, 1.5483, 3.2798], [-3.3585, 3.1850, 1.0468], [5.8900, 2.5686, -2.0446], [-4.6778, -2.4420, -0.6206], [-3.9413, -3.4792, 3.0762], [4.0567, 3.1756, -0.4983], [3.0227, -1.4125, -4.5070], [4.5495, -2.3234, -2.8003], [5.1070, 2.0709, 0.3986], [-2.4043, 0.9057, -1.1534], [-5.1357, -1.4501, 0.7845], [-2.4812, -2.4901, 3.1387], [6.4673, 0.9449, -1.6546], [-3.6250, -4.8664, 1.2072], [1.9444, -0.1139, -4.0196], [-5.4494, -3.1892, 0.7821], [-4.0708, -1.7176, 2.9593], [5.5601, 1.2418, -3.1583], [3.3658, 1.7982, 0.3988], [5.4004, -1.1311, -1.8150], [1.9209, -1.6774, -3.1543], [-1.9234, -4.3873, 1.1485], [-2.9289, -4.3178, -0.3238], [-1.0851, 1.4653, -2.2260], [5.4941, -1.0568, -3.5897]], "nbo_charge": [0.4519, 0.8130, 1.2214, -0.1845, -0.2763, -0.2427, 0.1583, -0.2321, -0.2276, -0.2599, -0.2661, -0.3167, -0.5853, -0.3447, -0.3609, 0.3070, 0.3403, 0.7449, -0.3910, 0.2996, -0.1966, -0.7486, -0.5848, -0.4235, -0.4260, -0.4183, -0.4155, -0.5817, 0.4560, -0.5911, 0.3191, 0.3638, 0.2513, 0.2350, 0.2643, 0.2417, 0.2628, 0.2450, 0.2544, 0.2768, 0.2272, 0.2232, 0.2412, 0.2609, 0.2312, 0.2636, 0.2322, 0.2353, 0.2146, 0.2292, 0.2178, 0.2284, 0.2364, 0.2819, 0.2442], "s2": 0.81, "multiplicity": 2, "charge": 3, "homo_lumo_gap_ev": [5.36, 5.95], "max_force_ev_per_a": 1.35}

***

# 4
{"formula": "C59H133AsF6N3OP3", "method": "ωB97M-V/def2-TZVPD", "species": ["As", "P", "P", "P", "F", "F", "F", "F", "F", "F", "O", "N", "N", "N", "C", "C", "C", "C", "C", "C", "C", "C", "C", "C", "C", "C", "C", "C", "C", "C", "C", "C", "C", "C", "C", "C", "C", "C", "C", "C", "C", "C", "C", "C", "C", "C", "C", "C", "C", "C", "C", "C", "C", "C", "C", "C", "C", "C", "C", "C", "C", "C", "C", "C", "C", "C", "C", "C", "C", "C", "C", "C", "C", "H", "H", "H", "H", "H", "H", "H", "H", "H", "H", "H", "H", "H", "H", "H", "H", "H", "H", "H", "H", "H", "H", "H", "H", "H", "H", "H", "H", "H", "H", "H", "H", "H", "H", "H", "H", "H", "H", "H", "H", "H", "H", "H", "H", "H", "H", "H", "H", "H", "H", "H", "H", "H", "H", "H", "H", "H", "H", "H", "H", "H", "H", "H", "H", "H", "H", "H", "H", "H", "H", "H", "H", "H", "H", "H", "H", "H", "H", "H", "H", "H", "H", "H", "H", "H", "H", "H", "H", "H", "H", "H", "H", "H", "H", "H", "H", "H", "H", "H", "H", "H", "H", "H", "H", "H", "H", "H", "H", "H", "H", "H", "H", "H", "H", "H", "H", "H", "H", "H", "H", "H", "H", "H", "H", "H", "H", "H", "H", "H", "H", "H", "H", "H"], "xyz": [[-27.3073, -2.0722, 6.6406], [-29.9282, -13.6753, 11.6342], [-28.2706, 10.9858, 8.0573], [-26.0073, -6.5131, 0.4238], [-25.4629, -1.9937, 6.3748], [-27.0700, -3.0389, 8.1062], [-27.3490, -3.5805, 5.6834], [-29.1138, -2.0858, 6.9596], [-27.5918, -1.1595, 5.0972], [-27.2287, -0.5709, 7.6536], [-22.3294, 5.2019, 3.7591], [-35.1807, 0.2382, 11.6647], [-33.7245, -1.4745, 11.5773], [-20.8538, 2.4128, 3.8136], [-29.3995, 7.1241, 6.8824], [-25.1216, 13.0030, 4.1341], [-27.1743, -13.9156, 10.9494], [-29.8445, 11.9610, 7.6532], [-20.0150, 2.5556, 5.1189], [-27.3119, -5.3149, -0.1375], [-33.8988, 0.7786, 11.5839], [-29.5431, -3.1299, -0.3950], [-28.1480, 10.7258, 9.8137], [-25.7802, 9.2051, 12.4350], [-29.5124, 8.4923, 7.4898], [-32.3705, -13.4894, 12.7471], [-25.3773, -7.3911, -1.1176], [-20.1958, 3.2595, 2.6448], [-26.9025, 10.0059, 11.8139], [-22.6396, 4.1357, 4.6049], [-32.6241, 11.7349, 6.4352], [-33.1850, -2.7398, 11.7545], [-30.9286, -13.2892, 13.0778], [-29.9227, -16.5166, 12.2594], [-29.3181, -3.9624, 0.8681], [-33.0066, -0.2900, 11.3756], [-30.4186, -11.0631, 10.3798], [-28.6225, -5.3274, 0.7070], [-35.0928, -1.1132, 11.7863], [-30.1247, -15.4461, 11.1680], [-25.7635, -13.4765, 11.5542], [-25.9839, -9.2399, 1.4241], [-31.7170, -10.3711, 8.1805], [-27.0806, 9.7594, 10.3264], [-26.7936, -7.9161, 1.3813], [-36.6409, 1.3696, 13.1883], [-30.3502, -12.6091, 10.2153], [-26.6211, 11.9389, 6.0147], [-20.7650, 0.8802, 3.5127], [-25.6744, 13.0158, 5.5939], [-23.6365, -7.2967, -3.0643], [-30.2194, -19.0706, 12.7325], [-24.6306, -13.7331, 10.5317], [-26.8630, 11.9996, 7.5304], [-33.2227, -15.3501, 14.1428], [-24.4820, -5.7133, 1.2345], [-31.1160, 11.4989, 8.3505], [-22.3816, 2.7673, 3.9910], [-22.9331, -7.9592, 4.1811], [-28.3266, 9.4288, 7.1110], [-30.4379, -10.3560, 8.9423], [-24.5565, -6.5079, -2.1179], [-23.5032, -6.5230, -4.2878], [-30.7080, 6.3393, 6.8932], [-33.2340, -13.8434, 13.9395], [-36.3885, 1.0619, 11.7392], [-23.4932, -6.5606, 2.0270], [-28.2176, -13.3908, 11.9327], [-30.4798, -17.8891, 11.7583], [-23.8501, -6.8839, 3.5976], [-32.3413, 12.2396, 7.8364], [-25.4438, -11.3641, 2.5031], [-26.1204, -10.0143, 2.7250], [-33.7859, 1.8521, 11.6209], [-24.7820, -8.2461, -0.7970], [-25.9515, 12.9310, 3.4311], [-30.4295, 8.9993, 7.1898], [-27.0871, 12.9974, 7.9075], [-32.4036, -15.9137, 14.5894], [-28.5650, -5.7938, 1.6905], [-30.3435, -3.3707, -1.0947], [-26.9123, -7.3716, 2.3180], [-30.2794, -18.7747, 13.7798], [-27.8603, 9.8788, 12.3183], [-24.4846, -6.4020, -4.7464], [-26.0342, 8.1567, 12.5913], [-24.5690, 13.8871, 3.8163], [-37.3457, 2.1874, 13.3387], [-22.8245, 2.6842, 2.9985], [-28.7711, -3.3262, 1.5638], [-23.3013, -7.4141, 1.3767], [-29.5929, -10.5909, 10.9120], [-30.3153, -4.0616, 1.2969], [-27.1317, -15.0037, 10.9014], [-31.3024, 6.1574, 7.7886], [-29.1314, 10.3469, 10.0919], [-31.5555, -17.7693, 11.6293], [-20.4735, 4.3128, 2.6051], [-23.9783, -5.7166, -1.6409], [-24.9311, -8.9690, 1.5030], [-22.7265, 2.0454, 4.7312], [-27.8076, -8.0093, 0.9924], [-26.0205, 11.8384, 8.2029], [-31.3019, 10.4250, 8.3677], [-28.0370, -13.8930, 12.8831], [-23.9051, -6.0014, 4.2350], [-31.3583, -10.8019, 10.8665], [-32.1084, -11.3623, 8.4093], [-32.5418, -14.2703, 12.0061], [-36.2905, 1.9936, 11.1820], [-34.2489, -13.4475, 13.9031], [-31.4290, 6.7985, 6.2167], [-22.5389, -6.0417, 1.9365], [-26.1773, -9.8619, 0.5502], [-25.4677, -11.6602, 1.4543], [-23.0138, -8.9872, 3.8277], [-29.6173, 13.0218, 7.7589], [-20.4372, 1.9730, 5.9377], [-28.0487, 11.7619, 10.1373], [-26.2395, 13.9432, 5.6866], [-26.1749, 9.8806, 9.7320], [-29.5425, -12.7860, 9.5051], [-29.1772, -19.2222, 12.4516], [-30.5523, -14.0487, 13.7632], [-29.9277, 11.7616, 6.5848], [-29.9906, -9.3623, 8.9622], [-22.6793, -6.8266, -4.9336], [-30.5663, -16.2981, 13.1115], [-31.9366, -0.3370, 11.2369], [-24.6677, 12.0153, 4.0529], [-31.2718, -13.0537, 9.8399], [-30.7677, -20.0127, 12.7400], [-28.8973, -16.6300, 12.6113], [-26.7530, 11.0810, 11.9135], [-28.2861, 9.6673, 6.0482], [-29.4817, -15.6060, 10.3025], [-23.1705, -5.5434, -3.9446], [-35.9468, -1.7419, 11.9908], [-33.4930, -3.1924, 12.6971], [-23.7106, 4.2176, 4.7903], [-33.3684, 12.3889, 5.9810], [-31.8346, 11.9880, 5.7276], [-22.0474, 4.2925, 5.5065], [-31.1227, -15.3396, 10.7430], [-27.1677, -10.2527, 2.9106], [-24.8395, 9.3295, 11.8986], [-20.0118, 3.6187, 5.3597], [-31.0147, 11.8082, 9.3908], [-21.0300, 0.3681, 4.4377], [-29.8223, -2.1498, -0.0082], [-29.1079, 7.1173, 5.8322], [-25.5668, -14.0557, 12.4564], [-21.9063, -7.7428, 3.8863], [-35.7411, 1.6318, 13.7447], [-33.4693, -15.7297, 13.1512], [-25.8087, -12.1611, 3.1509], [-32.8447, -13.2801, 14.7876], [-27.5512, -5.5365, -1.1776], [-25.6568, 9.5221, 13.4705], [-24.8407, 13.1175, 6.2887], [-28.6498, -2.7894, -0.9185], [-24.8937, -7.1975, 3.5696], [-23.7563, -13.2463, 10.9639], [-33.1935, 11.8655, 8.4038], [-24.0538, -8.2980, -3.1712], [-32.3343, -9.5333, 8.5048], [-22.9490, -8.0548, 5.2668], [-24.3848, -11.3312, 2.7590], [-37.1888, 0.4504, 11.3224], [-28.2933, -12.3088, 12.0402], [-33.5992, -3.3608, 10.9602], [-32.3544, 13.3220, 7.9641], [-18.9979, 2.2905, 4.8301], [-27.2898, -13.4678, 9.9624], [-26.1519, 10.9800, 5.7942], [-24.8306, -5.0493, 2.0255], [-30.5386, 5.3614, 6.4426], [-27.3990, 8.9036, 7.3386], [-20.7297, 2.8965, 1.7665], [-21.9104, 5.8807, 4.2932], [-29.4228, 8.3247, 8.5631], [-32.6950, -12.5144, 12.3836], [-24.8054, -13.3384, 9.5308], [-19.7270, 0.7618, 3.2020], [-25.6895, -12.4352, 11.8676], [-27.5187, 12.0217, 5.4019], [-25.7269, -9.4847, 3.5926], [-27.4732, 8.7462, 10.2411], [-26.7959, -4.3764, 0.0650], [-19.1233, 3.0800, 2.7201], [-34.0668, -15.7145, 14.7284], [-36.9596, 0.4068, 13.5879], [-31.6321, -10.3998, 7.0942], [-22.6099, -7.4549, -2.7339], [-29.3575, -5.9707, 0.2233], [-24.3500, -14.7817, 10.4324], [-23.9821, -5.1927, 0.4177], [-28.6453, 6.5595, 7.4306], [-25.3176, -5.8675, -2.5638], [-26.2454, -7.8363, -1.6035], [-29.6794, -10.9166, 8.3960], [-32.0957, -2.7436, 11.7947], [-30.7561, -12.2794, 13.4499], [-33.0454, 10.7469, 6.2494], [-21.4259, 0.5607, 2.7069], [-30.0769, -18.1776, 10.7874]], "lowdin_charge": [0.9319, 0.9772, 1.0228, 1.0940, -0.3512, -0.2946, -0.3145, -0.3316, -0.3212, -0.3189, -0.0529, -0.0737, -0.1060, -0.3040, -0.2691, -0.0778, -0.2047, -0.2248, 0.0228, -0.2356, 0.0188, -0.1154, -0.2957, -0.0961, -0.2430, -0.2783, -0.2546, 0.0547, -0.2765, -0.2481, -0.1171, -0.0332, -0.2597, -0.2108, -0.2497, 0.0397, -0.1917, -0.2428, 0.0708, -0.2472, -0.2362, -0.2495, -0.1062, -0.2441, -0.2480, -0.0612, -0.2554, -0.2672, 0.0212, -0.2795, -0.2881, -0.0890, -0.1084, -0.2657, -0.0952, -0.2514, -0.2674, -0.0585, -0.1086, -0.2522, -0.2681, -0.2395, -0.1296, -0.1098, -0.2446, -0.1726, -0.2178, -0.3096, -0.2516, -0.1956, -0.2419, -0.1019, -0.2607, 0.1372, 0.0800, 0.0686, 0.1004, 0.1041, 0.0744, 0.0950, 0.0786, 0.0788, 0.0691, 0.1201, 0.0902, 0.0768, 0.0819, 0.0956, 0.1419, 0.1109, 0.0928, 0.1028, 0.1121, 0.1133, 0.0745, 0.0990, 0.1005, 0.0906, 0.0919, 0.0902, 0.1382, 0.0944, 0.1038, 0.1005, 0.1110, 0.1099, 0.0997, 0.0674, 0.0963, 0.1336, 0.1184, 0.0742, 0.1093, 0.1187, 0.0757, 0.0620, 0.1090, 0.1130, 0.1120, 0.1114, 0.1104, 0.0892, 0.0725, 0.1015, 0.0768, 0.1062, 0.0906, 0.0830, 0.1394, 0.0685, 0.0946, 0.0792, 0.1178, 0.1104, 0.0973, 0.1029, 0.0813, 0.1666, 0.1114, 0.1342, 0.0777, 0.0637, 0.1185, 0.0834, 0.1091, 0.0801, 0.0959, 0.1080, 0.1050, 0.0714, 0.1162, 0.1080, 0.0736, 0.0866, 0.0733, 0.0769, 0.1122, 0.1016, 0.0790, 0.1132, 0.0655, 0.0687, 0.0721, 0.1133, 0.1135, 0.0830, 0.0765, 0.0693, 0.1341, 0.0973, 0.1132, 0.1243, 0.1053, 0.1042, 0.1125, 0.0956, 0.0750, 0.1009, 0.1047, 0.1033, 0.1099, 0.1149, 0.0703, 0.1035, 0.1042, 0.1188, 0.1027, 0.1149, 0.0907, 0.1045, 0.0794, 0.0842, 0.0816, 0.1193, 0.1113, 0.0743, 0.0791, 0.1132, 0.1051, 0.1024, 0.0948, 0.1154, 0.1198, 0.0848, 0.1062, 0.1067], "relative_energy_ev": 0.000, "charge": 4, "homo_lumo_gap_ev": 10.20, "max_force_ev_per_a": 6.21}